Record 1
The following is a quantum chemistry calculation of C4H6AlO3 as an isolated structure in a non-equilibrium geometry, from OMol25.

The geometry in XYZ format:
```
14
C4H6AlO3, DFT the ωB97M-V functional and the def2-TZVPD basis
C -1.531 0.152 -2.105
C -2.044 0.030 -1.013
H -0.963 0.068 -3.019
H -2.414 0.137 -0.004
H -0.418 -0.433 -1.124
Al 2.213 -1.966 -0.736
O 2.015 -0.927 0.604
C 1.155 -0.315 -0.047
O 0.670 -0.978 -1.077
O 0.209 0.445 0.408
C 0.277 0.871 1.789
H -0.579 1.536 1.919
H 0.185 -0.004 2.440
H 1.226 1.385 1.965
```

- largest force on an atom (eV Å⁻¹) = 8.45
- HOMO-LUMO gap (eV) = 4.3
- total charge = +3
- HOMO level (eV) = -23.98

---

Record 2
The following is a quantum chemistry calculation of C4H6AuN2O3Se as an isolated structure in a non-equilibrium geometry, from OMol25.

The geometry in XYZ format:
```
17
C4H6AuN2O3Se, DFT the ωB97M-V functional and the def2-TZVPD basis
Au 1.057 1.119 0.574
N 1.312 -1.071 1.360
C 0.496 -1.959 0.516
C -0.604 -1.243 -0.287
O -1.451 -1.944 -0.851
N -0.500 0.074 -0.315
C -1.392 0.884 -1.104
C -0.953 2.355 -1.121
O -1.623 3.157 -1.749
O 0.123 2.694 -0.463
H 2.295 -1.305 1.380
H 0.976 -1.006 2.311
H 0.019 -2.753 1.093
H 1.146 -2.437 -0.217
H -2.418 0.853 -0.725
H -1.439 0.540 -2.142
Se 2.954 2.042 1.741
```

- largest force on an atom (eV Å⁻¹) = 1.02
- HOMO-LUMO gap (spin up / spin down) (eV) = 5.4 / 6.1
- total charge = -1
- HOMO level (spin up / spin down) (eV) = -3.80 / -4.14

---

Record 3
The following is a quantum chemistry calculation of C4H6AuN2O3Se as an isolated structure, from OMol25.

The geometry in XYZ format:
```
17
C4H6AuN2O3Se, DFT the ωB97M-V functional and the def2-TZVPD basis
Au 0.471 -1.542 -0.314
N -1.827 -1.106 -0.396
C -2.019 0.354 -0.389
C -0.804 1.155 0.112
O -0.963 2.360 0.333
N 0.313 0.457 0.220
C 1.560 1.081 0.579
C 2.737 0.104 0.454
O 3.856 0.499 0.733
O 2.497 -1.116 0.052
H -2.222 -1.573 -1.201
H -2.171 -1.557 0.441
H -2.880 0.654 0.209
H -2.203 0.686 -1.411
H 1.551 1.452 1.609
H 1.778 1.945 -0.055
Se 0.325 -3.854 -0.975
```

- largest force on an atom (eV Å⁻¹) = 0.94
- HOMO-LUMO gap (spin up / spin down) (eV) = 5.4 / 6.2
- total charge = -1
- HOMO level (spin up / spin down) (eV) = -3.80 / -4.17

---

Record 4
The following is a quantum chemistry calculation of a single C4H6BN molecule in a non-equilibrium geometry, from OMol25.

The geometry in XYZ format:
```
12
C4H6BN, DFT the ωB97M-V functional and the def2-TZVPD basis
B 0.418 -1.141 0.458
C -0.195 -1.638 -0.633
C -0.950 0.845 -1.390
C 0.757 1.044 0.278
C 0.505 0.057 1.413
N -0.218 1.209 -0.499
H -0.446 -2.555 -1.120
H -0.286 -0.807 -1.432
H -1.999 1.027 -1.353
H 1.510 1.717 0.338
H -0.491 0.229 1.933
H 1.396 0.014 2.006
```

- largest force on an atom (eV Å⁻¹) = 3.49
- HOMO-LUMO gap (eV) = 8.4
- HOMO level (eV) = -7.89

---

Record 5
The following is a quantum chemistry calculation of C4H6BaF3N5OS as an isolated structure in a non-equilibrium geometry, from OMol25.

The geometry in XYZ format:
```
21
C4H6BaF3N5OS, DFT the ωB97M-V functional and the def2-TZVPD basis
Ba 2.117 1.306 -1.571
C -2.289 -2.719 0.033
C -1.009 -2.194 0.537
N -0.262 -2.889 1.336
N 0.706 -1.950 1.720
C 0.510 -0.745 1.236
S 1.421 0.586 1.467
N -0.586 -0.877 0.358
N -0.574 -0.074 -0.858
H -2.178 -3.705 -0.458
H -2.885 -2.015 -0.661
H -2.898 -2.893 0.906
H 1.340 -2.172 2.491
H -0.980 -0.729 -1.552
H -1.291 0.671 -0.761
F -0.946 3.294 -1.193
C 0.378 3.539 -1.338
F 0.817 4.175 -0.148
F 0.498 4.465 -2.341
O 3.661 2.026 0.292
N 4.446 2.902 0.506
```

- largest force on an atom (eV Å⁻¹) = 7.18
- HOMO-LUMO gap (spin up / spin down) (eV) = 7.2 / 4.3
- total charge = +2
- HOMO level (spin up / spin down) (eV) = -15.41 / -15.39

---

Record 6
The following is a quantum chemistry calculation of C4H6BaO as an isolated structure in a non-equilibrium geometry, from OMol25.

The geometry in XYZ format:
```
12
C4H6BaO, DFT the ωB97M-V functional and the def2-TZVPD basis
C -0.270 -1.504 0.889
C 0.176 -0.238 1.404
C 0.372 0.842 0.496
C 0.027 0.528 -0.895
O -0.388 1.382 -1.681
Ba -0.679 2.107 -4.524
H -1.348 -1.659 1.021
H 0.295 -2.348 1.302
H 0.857 -0.269 2.259
H 0.025 1.826 0.821
H 1.327 0.395 -0.627
H -0.394 -1.062 -0.465
```

- largest force on an atom (eV Å⁻¹) = 5.55
- HOMO-LUMO gap (spin up / spin down) (eV) = 4.3 / 7.6
- <S²> = 0.75
- total charge = +1
- HOMO level (spin up / spin down) (eV) = -8.54 / -11.87
- 2S+1 = 2

---

Record 7
The following is a quantum chemistry calculation of a single C4H6Br2O molecule in a non-equilibrium geometry, from OMol25.

The geometry in XYZ format:
```
13
C4H6Br2O, DFT the ωB97M-V functional and the def2-TZVPD basis
C -2.149 -0.082 0.529
C -0.784 -0.132 -0.092
C 0.322 -0.045 0.550
C 1.664 -0.037 -0.265
O 1.456 0.146 -1.555
Br 2.794 1.642 0.278
Br 2.738 -1.624 0.215
H -2.994 -0.788 0.430
H -2.535 0.783 -0.055
H -2.126 0.251 1.518
H -0.903 0.121 -1.175
H 0.271 -0.419 1.591
H 2.247 0.184 -1.972
```

- largest force on an atom (eV Å⁻¹) = 4.58
- HOMO-LUMO gap (eV) = 10.2
- HOMO level (eV) = -9.89
- SMILES = C/C=C/C(O)(Br)Br

---

Record 8
The following is a quantum chemistry calculation of a single C4H6Br2O2 molecule in a non-equilibrium geometry, from OMol25.

The geometry in XYZ format:
```
14
C4H6Br2O2, DFT the ωB97M-V functional and the def2-TZVPD basis
C -0.506 2.287 -0.015
C -0.661 0.840 -0.106
Br -2.390 0.047 -0.006
C 0.432 0.053 -0.093
Br 2.174 0.740 -0.048
C 0.339 -1.468 0.016
O 1.176 -1.833 1.059
O 0.784 -1.970 -1.234
H -0.805 2.909 -0.832
H 0.449 2.675 0.194
H -1.251 2.772 0.606
H -0.750 -1.875 0.344
H 0.781 -2.504 1.538
H 0.229 -2.673 -1.423
```

- largest force on an atom (eV Å⁻¹) = 2.95
- HOMO-LUMO gap (eV) = 9.4
- HOMO level (eV) = -8.97
- SMILES = C/C(Br)=C(\Br)C(O)O

---

Record 9
The following is a quantum chemistry calculation of C4H6BrClNO2 as an isolated structure in a non-equilibrium geometry, from OMol25.

The geometry in XYZ format:
```
15
C4H6BrClNO2, DFT the ωB97M-V functional and the def2-TZVPD basis
C -3.721 1.422 -2.750
C -0.117 1.303 1.567
C 2.155 0.273 0.753
C 1.092 0.666 1.109
N 0.218 -1.693 -1.441
O -3.383 2.481 -2.982
O -4.396 0.459 -2.729
Cl -1.895 0.685 -1.438
Br -0.493 -3.361 -1.087
H -0.934 0.538 1.681
H -0.453 2.019 0.789
H 0.195 1.701 2.560
H -0.649 -1.195 -1.496
H 0.337 -1.857 -2.457
H 2.936 -0.334 0.490
```

- largest force on an atom (eV Å⁻¹) = 3.98
- HOMO-LUMO gap (eV) = 8.3
- total charge = -1
- HOMO level (eV) = -5.15

---

Record 10
The following is a quantum chemistry calculation of an isolated ion of composition C4H6BrN2 and charge +1 in a non-equilibrium geometry, from OMol25.

The geometry in XYZ format:
```
13
C4H6BrN2, DFT the ωB97M-V functional and the def2-TZVPD basis
C 1.140 -0.369 -0.148
N -0.284 -0.227 -0.084
C -0.828 1.001 0.319
C -2.154 0.778 0.604
N -2.485 -0.504 0.431
Br -4.064 -1.336 0.651
C -1.182 -1.181 -0.062
H 1.302 -1.448 -0.140
H 1.632 0.160 -0.906
H 1.659 0.200 0.610
H -0.099 1.775 0.533
H -2.932 1.491 0.978
H -1.146 -2.282 -0.191
```

- largest force on an atom (eV Å⁻¹) = 6.67
- HOMO-LUMO gap (eV) = 10.0
- total charge = +1
- HOMO level (eV) = -14.02
- SMILES = C[n+]1ccn(Br)c1